{
  "formula": "C4H5NOS2",
  "method": "wB97M-V/def2-TZVPD",
  "elements": ["O", "C", "N", "C", "C", "S", "C", "S", "H", "H", "H", "H", "H"],
  "coordinates": [[-2.994451, -0.541692, -0.423283], [-1.892595, -0.694003, 0.076596], [-0.893024, -1.563061, -0.221301], [0.175793, -0.875280, 0.506667], [1.333545, -0.361549, -0.355418], [2.945998, -0.181125, -0.068099], [-0.866733, 0.233967, 0.797163], [-0.477437, 1.825171, -0.099686], [-0.811279, -2.482464, -0.580841], [0.564971, -1.358118, 1.450666], [1.126696, 0.314300, -1.328074], [-0.804884, 0.263520, 1.934926], [-1.865760, 2.414174, -0.006787]],
  "forces_ev_per_angstrom": [[1.3206, -0.4788, 1.5980], [-1.1113, 1.5415, -2.0789], [1.4429, -0.3666, 0.9831], [1.1974, -0.0229, -0.5763], [1.2721, 2.3428, -2.0276], [-1.5427, -0.9098, 0.5465], [0.6435, 0.6352, 1.6726], [-3.3317, 0.4934, 1.0077], [-0.5442, -0.7667, -0.5401], [-0.3728, 0.2795, -1.1381], [-0.5809, -2.2455, 2.0881], [-1.0638, 0.7559, -1.4577], [2.6711, -1.2579, -0.0776]],
  "homo_lumo_gap_ev": 8.115,
  "total_charge": 0,
  "e_above_lowest_ev": 2.519,
  "homo_energy_ev": -8.9616,
  "multiplicity": 1
}

{
  "formula": "C4H5NS",
  "method": "wB97M-V/def2-TZVPD",
  "elements": ["C", "C", "C", "C", "N", "S", "H", "H", "H", "H", "H"],
  "coordinates": [[3.613420, 0.577839, -0.074086], [-2.864698, -0.782638, 0.255060], [0.910428, 0.185956, -0.028521], [2.352703, 0.464127, -0.146553], [-1.857651, -0.039420, 0.062658], [-1.312187, 1.379478, -0.334760], [4.669035, 0.550717, -0.257906], [-2.678130, -1.887048, 0.226866], [-3.892708, -0.389997, 0.414890], [0.612924, -0.228828, -0.977051], [0.446859, 0.169809, 0.859401]],
  "forces_ev_per_angstrom": [[-4.8627, -0.5507, -0.7901], [0.1155, -0.3032, 0.0134], [4.1659, 1.1422, -4.1880], [2.7984, 0.2449, 1.4248], [-0.4867, -0.9996, -0.4368], [0.4086, 0.6304, 0.3448], [-0.2375, 0.1541, 0.2052], [-0.3733, 1.0102, 0.4342], [0.6081, -0.2725, -0.3060], [-0.7913, -0.4974, 0.4456], [-1.3449, -0.5583, 2.8528]],
  "homo_lumo_gap_ev": [7.710, 7.096],
  "total_charge": 0,
  "e_above_lowest_ev": 5.710,
  "homo_energy_ev": [-8.3134, -8.0937],
  "multiplicity": 1
}

{
  "formula": "C4H5NiO4",
  "method": "wB97M-V/def2-TZVPD",
  "elements": ["O", "C", "O", "O", "C", "C", "O", "C", "Ni", "H", "H", "H", "H", "H"],
  "coordinates": [[1.421467, -0.744679, 0.195586], [1.870896, 0.816719, -0.055290], [2.695998, 1.283755, 0.654336], [-1.617450, 1.274471, 0.341680], [-2.192806, 0.254712, 0.694436], [-1.682084, -1.097263, 0.316995], [-0.697548, -0.961566, -0.681898], [0.584849, -1.597251, -0.488770], [-0.091590, 0.968099, -0.938311], [-3.037287, 0.302814, 1.401375], [-2.523901, -1.715202, -0.034423], [-1.295981, -1.571262, 1.235710], [0.952628, -1.873825, -1.486799], [0.430971, -2.502589, 0.114684]],
  "forces_ev_per_angstrom": [[0.9293, 0.2515, 0.9781], [-0.4695, 0.2574, 1.3204], [-2.3668, -1.7490, -2.3849], [-0.1171, -0.0027, -0.3479], [0.4151, -0.0557, 0.7277], [-0.5289, -0.2087, 0.2028], [-0.2180, 0.3196, -0.7462], [1.0129, -0.0378, 0.0765], [1.1195, 0.4672, 0.6417], [0.0647, 0.1305, -0.3056], [0.2433, 0.0917, -0.0158], [0.0210, 0.1394, -0.1756], [-0.2508, 0.1903, 0.1287], [0.1455, 0.2064, -0.0997]],
  "homo_lumo_gap_ev": [8.924, 7.171],
  "total_charge": 1,
  "e_above_lowest_ev": 1.944,
  "homo_energy_ev": [-13.8271, -13.7977],
  "multiplicity": 3
}

{
  "formula": "C4H5O2",
  "method": "wB97M-V/def2-TZVPD",
  "elements": ["C", "C", "C", "C", "O", "O", "H", "H", "H", "H", "H"],
  "coordinates": [[-1.870435, -1.365620, -0.135043], [2.768781, -0.089814, -0.058302], [-0.666934, -0.917939, -0.570390], [0.553770, -1.216986, 0.086824], [1.260466, -2.015651, 0.488409], [1.586132, 0.301481, 0.118218], [-2.673596, -0.953638, -0.778892], [-1.943449, -2.088271, 0.737811], [3.420602, 0.501425, -0.587532], [2.921747, -1.162144, 0.170953], [-0.502149, -0.125807, -1.212264]],
  "forces_ev_per_angstrom": [[1.1842, -0.0905, -0.4576], [-4.3573, -1.4436, 0.8337], [-0.6994, -0.4280, 2.1596], [0.5133, -0.8860, 0.6768], [-0.6376, -1.3446, 0.5289], [1.9793, -0.0364, -1.1065], [-0.0522, -0.7358, 1.1003], [-0.3307, 1.0646, -1.4123], [1.9574, 1.8069, -0.5271], [0.7854, 0.6671, -0.0749], [-0.3424, 1.4264, -1.7209]],
  "homo_lumo_gap_ev": 10.697,
  "total_charge": 1,
  "e_above_lowest_ev": 2.234,
  "homo_energy_ev": -16.3048,
  "multiplicity": 1
}

{
  "formula": "C4H5O2",
  "method": "wB97M-V/def2-TZVPD",
  "elements": ["C", "C", "C", "C", "O", "O", "H", "H", "H", "H", "H"],
  "coordinates": [[1.239368, -0.869710, 1.665166], [-1.377023, 0.404487, -1.841441], [1.116158, 0.046114, 0.701080], [-0.241628, 0.452196, 0.464450], [-1.311625, 0.801535, 0.721500], [-0.367358, -0.064620, -1.476508], [2.286892, -1.226198, 1.663223], [0.386332, -1.182446, 2.223416], [-1.625819, 0.278819, -2.988077], [-2.073319, 0.999986, -1.148410], [1.968022, 0.359836, 0.015601]],
  "forces_ev_per_angstrom": [[1.6733, 0.5993, -1.3254], [-3.8355, 1.5977, -3.6263], [0.2461, 0.4840, -0.8418], [-1.4995, 0.5736, 0.1934], [2.4446, -0.6298, 0.0526], [2.8395, -0.9040, 1.8642], [-0.9678, -0.4261, 1.0180], [0.0173, -0.5313, 0.6552], [0.0138, 0.3343, 2.1437], [0.6648, -0.7779, -1.0026], [-1.5966, -0.3197, 0.8691]],
  "homo_lumo_gap_ev": 10.578,
  "total_charge": 1,
  "e_above_lowest_ev": 1.927,
  "homo_energy_ev": -15.9473,
  "multiplicity": 1
}

{
  "formula": "C4H5O2Pb",
  "method": "wB97M-V/def2-TZVPD",
  "elements": ["C", "C", "C", "C", "O", "Pb", "H", "H", "H", "H", "O", "H"],
  "coordinates": [[1.165551, 1.365530, 0.586005], [0.290826, 0.267986, 0.173552], [-0.949417, 0.039205, -0.249683], [-1.513863, -1.278684, -0.326260], [-1.168013, -2.125001, -1.167638], [-1.488281, -4.069814, -1.814917], [0.733203, 1.789320, 1.512037], [1.108110, 2.152766, -0.190711], [-1.425890, 0.863599, -0.818047], [-2.253975, -1.559054, 0.439345], [2.478377, 0.909695, 0.779875], [3.023372, 1.644452, 1.076445]],
  "forces_ev_per_angstrom": [[0.1958, 0.3648, 0.1042], [-0.7699, -0.5555, 0.2771], [1.5413, 1.1661, -1.0487], [-0.3882, 0.9356, 1.4390], [0.4636, 0.3575, -0.0772], [-0.0922, -1.6009, -0.6795], [0.0202, -0.1217, -0.2230], [-0.0519, -0.1178, 0.0689], [-0.5737, -0.2814, 0.6019], [-0.2047, -0.0287, -0.3463], [-0.2482, -0.2066, -0.1600], [0.1079, 0.0886, 0.0437]],
  "homo_lumo_gap_ev": [4.620, 4.975],
  "total_charge": 2,
  "e_above_lowest_ev": 0.958,
  "homo_energy_ev": [-16.0572, -16.4053],
  "multiplicity": 2
}

{
  "formula": "C4H5O4S",
  "method": "wB97M-V/def2-TZVPD",
  "elements": ["C", "C", "O", "C", "O", "S", "C", "O", "O", "H", "H", "H", "H", "H"],
  "coordinates": [[1.169565, -0.468477, 0.423774], [-0.263310, -0.971523, 0.387572], [-0.505463, -1.843877, 1.227894], [-1.363048, -0.048858, -0.374916], [-0.844490, 0.362893, -1.583095], [-2.890164, -1.006097, -0.624152], [-1.572070, 1.219939, 0.603482], [-0.991557, 2.177264, 0.103206], [-2.229543, 1.125753, 1.589011], [1.565248, -0.304482, -0.587882], [1.839120, -1.312673, 0.940698], [1.293387, 0.459533, 1.002283], [-0.920237, 1.294075, -1.526796], [-3.041867, -1.277794, 0.686746]],
  "forces_ev_per_angstrom": [[1.8850, -1.6290, -0.0584], [-0.5308, 0.4012, 2.4215], [-0.7019, 0.9463, -1.9935], [1.2669, -2.0723, 1.5296], [-0.0218, -2.1857, -0.6282], [-0.1002, -0.0735, 0.1249], [0.8350, -0.7064, -2.4015], [0.9895, 2.0211, -0.7808], [-1.7323, -0.8537, 2.7989], [-0.0857, 0.1617, 0.2620], [-1.5659, 1.8408, -1.0804], [-0.3821, -0.2511, -0.2592], [0.1603, 2.3090, 0.2645], [-0.0160, 0.0915, -0.1995]],
  "homo_lumo_gap_ev": 8.042,
  "total_charge": -1,
  "e_above_lowest_ev": 0.624,
  "homo_energy_ev": -4.6235,
  "multiplicity": 1
}

{
  "formula": "C4H5OTl",
  "method": "wB97M-V/def2-TZVPD",
  "elements": ["H", "C", "C", "H", "C", "C", "O", "H", "H", "H", "Tl"],
  "coordinates": [[-1.037350, -1.423353, -0.530997], [0.721159, -0.635414, -1.545838], [0.345514, -1.011666, -0.355554], [1.032098, -1.340658, -2.323314], [0.311151, -0.240000, 0.934117], [-0.208968, 1.162547, 0.922098], [-0.819849, 1.686903, 0.007359], [1.304682, -0.186304, 1.416638], [-0.319068, -0.769346, 1.674572], [-0.014446, 1.740927, 1.847498], [-1.314923, 1.016363, -2.046578]],
  "forces_ev_per_angstrom": [[2.7413, -0.7423, 0.9366], [3.0783, 1.1418, -0.9035], [-5.0115, -0.5224, 0.3053], [-1.5033, 0.0383, -0.3002], [0.0678, 0.2566, 0.3390], [0.2030, -0.3457, 0.1878], [0.3551, 0.6472, 1.8129], [-0.2057, -0.0304, -0.2335], [0.2201, 0.1864, -0.1333], [-0.1080, 0.0699, -0.2119], [0.1628, -0.6994, -1.7991]],
  "homo_lumo_gap_ev": [5.469, 5.903],
  "total_charge": 0,
  "e_above_lowest_ev": 2.605,
  "homo_energy_ev": [-5.8233, -6.2471],
  "multiplicity": 1
}

{
  "formula": "C4H5P",
  "method": "wB97M-V/def2-TZVPD",
  "elements": ["C", "C", "C", "C", "P", "H", "H", "H", "H", "H"],
  "coordinates": [[0.131617, 1.037718, 0.467850], [0.090717, -1.698715, -1.334201], [0.965011, -1.068097, -0.610833], [-0.743435, 1.546804, 1.459284], [0.493712, 2.617237, 0.449399], [0.257191, -2.605869, -1.884843], [-0.894296, -1.375818, -1.737277], [1.962326, -1.066437, -0.382597], [-1.775037, 1.395193, 1.192714], [-0.487806, 1.217984, 2.380504]],
  "forces_ev_per_angstrom": [[2.4654, -2.5758, -2.6888], [-1.0436, 0.3121, -1.2381], [-3.5959, 2.4484, 0.3753], [-1.1915, -0.4239, -2.0366], [-0.0267, 0.4847, -0.0823], [1.0121, -0.7044, 0.0864], [0.5052, 0.4536, 1.3056], [2.0592, -0.2959, 0.7668], [-0.6559, 0.7006, 0.1992], [0.4717, -0.3994, 3.3125]],
  "homo_lumo_gap_ev": [7.902, 8.280],
  "total_charge": 0,
  "e_above_lowest_ev": 5.668,
  "homo_energy_ev": [-8.3590, -8.3416],
  "multiplicity": 1
}

{
  "formula": "C4H5P",
  "method": "wB97M-V/def2-TZVPD",
  "elements": ["C", "C", "C", "C", "P", "H", "H", "H", "H", "H"],
  "coordinates": [[-0.061740, -0.761433, 0.973771], [0.923019, 0.080982, 0.689367], [-1.324224, -0.828828, 0.298525], [-0.163125, 0.996718, -1.378587], [-1.686062, 0.107489, -1.077922], [-0.014899, -1.610998, 1.666190], [1.929769, 0.089373, 1.133825], [-2.057577, -1.534419, 0.575325], [-0.028325, 2.037794, -1.249664], [0.664113, 0.503668, -1.768145]],
  "forces_ev_per_angstrom": [[0.2375, -0.6083, 0.0266], [-1.0769, 0.1971, -0.7726], [0.3136, 1.5565, -2.1032], [-0.0378, -1.1483, 3.5314], [0.0011, -0.1035, 0.3743], [0.6682, 0.5138, 0.3764], [-0.4367, 0.2107, -0.6335], [-0.7451, -0.6796, 0.5226], [-0.2353, 1.0328, -0.1674], [1.3115, -0.9711, -1.1545]],
  "homo_lumo_gap_ev": [8.149, 7.997],
  "total_charge": 0,
  "e_above_lowest_ev": 3.326,
  "homo_energy_ev": [-8.5921, -8.3201],
  "multiplicity": 1
}

Let's list energy in order: -1081.70069 -608.14083 -1964.30678 -305.51420 -305.52548 -497.89297 -854.63283 -402.90766 -496.49239 -496.57843 Eh.